Record 1
The following is a DFT calculation (ωB97M-V with the def2-TZVPD basis set) of a 2-piece molecular cluster, C4H10N overall in a non-equilibrium geometry.

Last column: Löwdin charge in e.
Cartesian coordinates (Å):
C 1.027 1.759 -1.137  -0.065
C -0.306 1.918 -0.885  -0.072
H 1.413 1.001 -1.851  0.066
H 1.774 2.404 -0.629  0.077
H -1.084 1.485 -1.495  0.057
H -0.618 2.545 -0.014  0.083
C -0.603 -1.667 0.767  -0.134
C -0.580 -1.096 1.954  0.087
N 0.220 -1.146 -0.356  0.174
H -1.310 -2.398 0.414  0.120
H -1.221 -1.364 2.777  0.088
H 0.080 -0.312 2.235  0.076
H 0.195 -0.103 -0.296  0.080
H 1.150 -1.540 -0.204  0.173
H -0.136 -1.485 -1.280  0.190

ΔE to the lowest compared entry with this formula, charge and spin ... 225.44 kJ/mol
Frontier orbital gap ... 10.948 eV
Electronic energy ... -212.83449 Ha
HOMO energy ... -14.5 eV
Charge ... +1
Max |F| ... 0.041 Eh/bohr

Record 2
The following is a DFT calculation (ωB97M-V with the def2-TZVPD basis set) of one molecule with the formula C4H5NO in a non-equilibrium geometry.

Last column: Löwdin charge in e.
Cartesian coordinates (Å):
C -1.612 -0.365 -0.042  -0.044
C -0.169 -0.029 -0.051  -0.364
C 0.445 1.058 0.456  -0.086
O 1.791 0.932 0.281  -0.002
C 1.908 -0.341 -0.407  -0.126
N 0.768 -0.887 -0.590  0.113
H -1.858 -1.000 0.817  0.082
H -1.851 -0.906 -0.959  0.079
H -2.212 0.548 0.008  0.078
H -0.050 1.915 0.915  0.134
H 2.840 -0.925 -0.429  0.135

ΔE to the lowest compared entry with this formula, charge and spin ... 72.73 kJ/mol
Frontier orbital gap ... 10.174 eV
Electronic energy ... -285.38688 Ha
HOMO energy ... -9.1 eV
SMILES string ... Cc1cocn1
Max |F| ... 0.040 Eh/bohr

Record 3
The following is a DFT calculation (ωB97M-V with the def2-TZVPD basis set) of C10H17N3O4 as an isolated structure in a non-equilibrium geometry.

Last column: Löwdin charge in e.
Cartesian coordinates (Å):
C 2.801 -0.254 -0.023  -0.353
C 1.324 0.076 0.432  -0.294
C 2.705 -1.329 -0.913  -0.233
C 3.946 -2.283 -0.760  -0.174
C 4.061 -2.192 0.747  -0.183
C -1.065 0.409 -0.009  -0.331
C -1.857 -0.939 0.208  -0.005
C -1.942 1.263 -0.760  -0.216
C -3.041 1.608 0.151  -0.167
C -4.182 2.281 -0.535  -0.415
H 2.884 -0.632 2.227  0.205
H 2.915 0.814 -0.312  0.155
H 1.763 -1.797 -0.720  0.086
H 2.215 -1.272 -2.070  0.178
H 4.849 -2.121 -1.337  0.090
H 3.807 -3.536 -0.813  0.171
H 4.965 -2.505 1.114  0.040
H 3.374 -3.033 1.320  0.144
H 0.574 -0.065 -1.543  0.184
H -0.737 1.010 0.996  0.200
H -2.376 0.666 -1.522  0.114
H -1.589 2.278 -1.177  0.179
H -3.279 0.617 0.791  0.168
H -2.686 2.317 0.970  0.136
H -5.205 4.207 -0.585  0.124
H -3.548 4.038 0.403  0.079
H -2.144 -2.196 2.005  0.080
N 3.671 -0.570 1.221  0.014
N 0.284 0.295 -0.546  0.092
N -4.364 3.726 -0.151  0.092
O 1.179 0.368 1.712  -0.050
O -2.300 -1.847 -0.870  -0.073
O -4.908 1.838 -1.471  0.012
O -2.095 -1.240 1.820  -0.046

ΔE to the lowest compared entry with this formula, charge and spin ... 1075.60 kJ/mol
Frontier orbital gap ... 8.547 eV
Electronic energy ... -856.14189 Ha
HOMO energy ... -9.4 eV
Max |F| ... 0.219 Eh/bohr

Record 4
The following is a DFT calculation (ωB97M-V with the def2-TZVPD basis set) of one molecule with the formula C3H8O.

Last column: Löwdin charge in e.
Cartesian coordinates (Å):
C -1.104 -0.626 0.574  -0.065
C -0.241 0.175 -0.386  -0.516
C 1.245 -0.101 -0.192  -0.068
O -0.525 1.548 -0.149  -0.054
H -2.166 -0.429 0.396  0.079
H -0.925 -1.699 0.454  0.080
H -0.871 -0.345 1.607  0.084
H -0.517 -0.094 -1.420  0.133
H 1.510 -1.127 -0.469  0.082
H 1.840 0.574 -0.821  0.077
H 1.520 0.062 0.856  0.085
H 0.235 2.062 -0.449  0.082

ΔE to the lowest compared entry with this formula, charge and spin ... 1.33 kJ/mol
Frontier orbital gap ... 11.298 eV
Electronic energy ... -194.33544 Ha
HOMO energy ... -10.3 eV
SMILES string ... CC(C)O
Max |F| ... 0.008 Eh/bohr

Record 5
The following is a DFT calculation (ωB97M-V with the def2-TZVPD basis set) of a 2-piece molecular cluster, C3H9BNO2 overall in a non-equilibrium geometry.

Last column: Löwdin charge in e.
Cartesian coordinates (Å):
B 1.716 0.067 0.210  -0.788
C -2.874 -0.286 0.570  0.158
C -2.106 0.370 -0.157  -0.082
C 1.034 -1.211 -0.235  0.042
N -1.367 1.205 -0.703  0.272
O 2.858 0.175 0.833  0.247
O 1.165 1.303 -0.045  0.155
H -2.543 -1.297 0.594  0.110
H -3.587 0.186 1.156  0.102
H -0.088 -1.291 -0.116  0.060
H 1.282 -1.206 -1.301  0.097
H -0.411 1.416 -0.353  0.100
H -1.475 1.431 -1.696  0.182
H 1.440 -2.122 0.318  0.110
H 3.202 -0.737 0.889  0.139
H 1.753 1.998 0.037  0.097

ΔE to the lowest compared entry with this formula, charge and spin ... 100.55 kJ/mol
Frontier orbital gap ... 11.518 eV
Electronic energy ... -349.57908 Ha
HOMO energy ... -15.8 eV
Charge ... +1
Max |F| ... 0.068 Eh/bohr

Record 6
The following is a DFT calculation (ωB97M-V with the def2-TZVPD basis set) of C5H8O2 as an isolated structure.

Last column: Löwdin charge in e.
Cartesian coordinates (Å):
O -2.544 0.390 0.929  -0.049
C -1.529 0.714 0.004  -0.213
C -0.156 0.487 0.600  -0.271
O 0.094 -0.899 0.973  -0.048
C 1.372 -0.849 0.318  -0.247
C 1.140 -0.763 -1.143  -0.047
C 1.075 0.487 -0.281  -0.131
H -2.409 -0.537 1.169  0.090
H -1.632 0.145 -0.932  0.125
H -1.648 1.778 -0.236  0.132
H -0.029 1.117 1.490  0.159
H 2.228 -1.272 0.828  0.147
H 0.285 -1.349 -1.459  0.110
H 1.981 -0.751 -1.832  0.109
H 1.771 1.303 -0.429  0.135

ΔE to the lowest compared entry with this formula, charge and spin ... 256.22 kJ/mol
Frontier orbital gap ... 10.670 eV
Electronic energy ... -345.70737 Ha
HOMO energy ... -9.6 eV
Max |F| ... 0.012 Eh/bohr

Q: Look up the frontier orbital gap of the fourth one.
A: 11.298 eV

Q: Among the records above, which one has the lowest frontier orbital gap?
A: C10H17N3O4

Q: Which value of frontier orbital gap does entry 1 give?
A: 10.948 eV

Q: Which formula does entry 3 have?
A: C10H17N3O4